{"formula": "C19H22N2O2", "method": "ωB97M-V/def2-TZVPD", "mol_weight_g_mol": 310.40, "orbital_gap_ev": 8.296, "relative_energy_kj_mol": 60.2, "lumo_energy_ev": 0.67, "multiplicity": 1, "largest_force_ev_per_a": 2.660, "e_homo_ev": -7.624, "species": ["C", "C", "C", "C", "C", "C", "C", "N", "C", "C", "C", "N", "C", "C", "C", "C", "C", "O", "C", "C", "O", "C", "C", "H", "H", "H", "H", "H", "H", "H", "H", "H", "H", "H", "H", "H", "H", "H", "H", "H", "H", "H", "H", "H", "H"], "positions_angstrom": [[0.018, -2.849, 2.370], [-0.529, -1.559, 1.662], [-1.864, -1.960, 0.883], [-1.599, -2.726, -0.421], [-0.518, -2.087, -1.321], [0.800, -1.842, -0.599], [1.808, -1.197, -1.567], [3.126, -1.282, -0.902], [1.435, 0.281, -2.001], [0.602, 0.929, -0.926], [0.270, 0.403, 0.288], [-0.435, 1.304, 1.083], [-0.495, 2.519, 0.375], [-1.045, 3.757, 0.766], [-0.867, 4.817, -0.141], [-0.236, 4.642, -1.389], [0.250, 3.382, -1.785], [0.701, 3.160, -3.036], [0.160, 2.336, -0.840], [-0.958, 0.935, 2.295], [-1.643, 1.716, 2.938], [-0.874, -0.510, 2.797], [0.579, -1.024, 0.702], [0.138, -3.684, 1.648], [-0.667, -3.232, 3.143], [0.956, -2.668, 2.901], [-2.350, -1.029, 0.601], [-2.542, -2.542, 1.461], [-1.285, -3.779, -0.185], [-2.544, -2.776, -0.969], [-0.874, -1.149, -1.772], [-0.381, -2.739, -2.149], [1.195, -2.824, -0.329], [1.846, -1.810, -2.463], [3.556, -2.207, -0.985], [3.747, -0.548, -1.279], [0.871, 0.308, -2.924], [2.349, 0.821, -2.194], [-1.567, 3.860, 1.708], [-1.159, 5.810, 0.154], [-0.061, 5.445, -2.099], [0.436, 3.898, -3.618], [-1.800, -0.810, 3.315], [-0.071, -0.552, 3.547], [1.519, -0.940, 1.255]], "nbo_charge": [-0.623, 0.016, -0.413, -0.388, -0.411, -0.196, -0.025, -0.861, -0.421, -0.082, 0.199, -0.419, 0.155, -0.249, -0.195, -0.314, 0.317, -0.672, -0.072, 0.701, -0.585, -0.488, -0.275, 0.210, 0.210, 0.210, 0.201, 0.213, 0.190, 0.213, 0.205, 0.208, 0.208, 0.175, 0.366, 0.362, 0.228, 0.220, 0.252, 0.215, 0.202, 0.487, 0.248, 0.234, 0.244]}

{"formula": "C19H22N2O2", "method": "ωB97M-V/def2-TZVPD", "mol_weight_g_mol": 310.40, "orbital_gap_ev": 8.537, "relative_energy_kj_mol": 256.5, "lumo_energy_ev": 0.64, "multiplicity": 1, "largest_force_ev_per_a": 1.263, "e_homo_ev": -7.898, "species": ["C", "C", "C", "C", "C", "C", "C", "C", "O", "N", "C", "C", "N", "C", "C", "C", "C", "C", "C", "C", "C", "C", "O", "H", "H", "H", "H", "H", "H", "H", "H", "H", "H", "H", "H", "H", "H", "H", "H", "H", "H", "H", "H", "H", "H"], "positions_angstrom": [[-6.643, 1.782, -0.706], [-5.757, 0.866, 0.058], [-5.923, 0.242, 1.263], [-4.751, -0.507, 1.491], [-3.936, -0.294, 0.405], [-2.628, -0.771, 0.056], [-1.883, -1.588, 0.807], [-0.597, -2.185, 0.366], [-0.473, -3.399, 0.312], [0.411, -1.348, 0.029], [0.435, 0.089, 0.144], [0.664, 0.703, -1.250], [1.832, 0.190, -1.928], [3.090, 0.883, -1.714], [3.706, 0.790, -0.336], [3.394, 1.724, 0.645], [3.929, 1.621, 1.917], [4.792, 0.583, 2.224], [5.125, -0.344, 1.250], [4.588, -0.237, -0.021], [1.856, -1.257, -1.919], [1.637, -1.877, -0.530], [-4.558, 0.546, -0.464], [-6.159, 2.747, -0.850], [-7.574, 1.926, -0.167], [-6.859, 1.367, -1.690], [-6.778, 0.310, 1.904], [-4.539, -1.124, 2.340], [-2.268, -0.422, -0.903], [-2.272, -1.995, 1.729], [-0.498, 0.451, 0.573], [1.262, 0.368, 0.809], [0.742, 1.789, -1.172], [-0.203, 0.465, -1.879], [2.912, 1.935, -1.958], [3.795, 0.483, -2.450], [2.728, 2.543, 0.409], [3.675, 2.354, 2.668], [5.210, 0.500, 3.216], [5.806, -1.150, 1.480], [4.859, -0.959, -0.779], [2.803, -1.602, -2.338], [1.046, -1.598, -2.575], [1.532, -2.961, -0.604], [2.472, -1.637, 0.137]], "nbo_charge": [-0.652, 0.301, -0.320, -0.265, 0.221, -0.212, -0.253, 0.643, -0.628, -0.433, -0.244, -0.222, -0.443, -0.230, -0.056, -0.172, -0.223, -0.218, -0.193, -0.226, -0.223, -0.253, -0.400, 0.226, 0.229, 0.227, 0.226, 0.225, 0.217, 0.219, 0.228, 0.202, 0.202, 0.191, 0.202, 0.204, 0.201, 0.214, 0.215, 0.214, 0.211, 0.202, 0.198, 0.250, 0.200]}

{"formula": "C19H22N2O3", "method": "ωB97M-V/def2-TZVPD", "mol_weight_g_mol": 326.40, "orbital_gap_ev": 8.524, "relative_energy_kj_mol": 28.2, "lumo_energy_ev": -0.35, "multiplicity": 1, "largest_force_ev_per_a": 0.672, "e_homo_ev": -8.871, "species": ["C", "C", "C", "C", "N", "C", "O", "C", "O", "C", "O", "C", "C", "C", "N", "C", "C", "C", "C", "C", "C", "C", "C", "C", "H", "H", "H", "H", "H", "H", "H", "H", "H", "H", "H", "H", "H", "H", "H", "H", "H", "H", "H", "H", "H", "H"], "positions_angstrom": [[-5.357, -2.113, -1.235], [-4.231, -1.517, -0.399], [-4.712, -0.309, 0.404], [-3.622, 0.279, 1.301], [-2.560, 0.879, 0.528], [-2.227, 2.174, 0.618], [-2.746, 2.977, 1.362], [-1.092, 2.577, -0.345], [0.149, 1.947, -0.038], [0.380, 0.727, -0.527], [-0.438, 0.106, -1.172], [1.743, 0.255, -0.188], [2.802, 1.128, -0.126], [4.094, 0.623, 0.175], [4.365, -0.622, 0.411], [3.344, -1.509, 0.364], [3.643, -2.859, 0.626], [2.657, -3.807, 0.598], [1.337, -3.437, 0.309], [1.015, -2.132, 0.050], [2.004, -1.130, 0.062], [5.096, 1.735, 0.185], [4.379, 2.863, -0.569], [2.879, 2.604, -0.349], [-5.000, -2.968, -1.804], [-6.175, -2.442, -0.597], [-5.745, -1.375, -1.934], [-3.414, -1.225, -1.063], [-3.849, -2.276, 0.287], [-5.550, -0.609, 1.035], [-5.068, 0.467, -0.277], [-3.204, -0.507, 1.940], [-4.033, 1.068, 1.934], [-2.098, 0.300, -0.163], [-1.385, 2.331, -1.372], [-0.913, 3.649, -0.242], [4.668, -3.109, 0.849], [2.889, -4.842, 0.799], [0.566, -4.193, 0.293], [-0.003, -1.864, -0.180], [6.039, 1.440, -0.271], [5.298, 2.020, 1.220], [4.679, 3.850, -0.224], [4.607, 2.790, -1.634], [2.269, 2.939, -1.187], [2.521, 3.119, 0.547]], "nbo_charge": [-0.598, -0.398, -0.399, -0.224, -0.628, 0.646, -0.615, -0.167, -0.486, 0.803, -0.622, -0.127, 0.004, 0.243, -0.384, 0.117, -0.181, -0.208, -0.208, -0.203, 0.005, -0.447, -0.389, -0.432, 0.209, 0.201, 0.203, 0.194, 0.194, 0.204, 0.203, 0.187, 0.236, 0.424, 0.209, 0.222, 0.226, 0.215, 0.214, 0.229, 0.233, 0.222, 0.216, 0.204, 0.225, 0.228]}

{"formula": "C19H22N2O5S", "method": "ωB97M-V/def2-TZVPD", "mol_weight_g_mol": 390.46, "orbital_gap_ev": 8.381, "relative_energy_kj_mol": 224.6, "lumo_energy_ev": 0.36, "multiplicity": 1, "largest_force_ev_per_a": 1.115, "e_homo_ev": -8.021, "species": ["C", "O", "C", "C", "C", "C", "N", "C", "O", "C", "C", "C", "S", "O", "O", "N", "C", "C", "C", "C", "C", "C", "C", "O", "C", "C", "C", "H", "H", "H", "H", "H", "H", "H", "H", "H", "H", "H", "H", "H", "H", "H", "H", "H", "H", "H", "H", "H", "H"], "positions_angstrom": [[-1.240, -6.717, -4.656], [-0.364, -5.687, -5.045], [-0.216, -4.614, -4.219], [-0.874, -4.436, -3.008], [-0.649, -3.304, -2.244], [0.238, -2.328, -2.678], [0.514, -1.163, -1.952], [-0.054, -0.725, -0.800], [-0.924, -1.300, -0.177], [0.525, 0.573, -0.308], [0.686, 0.719, 1.066], [1.219, 1.879, 1.585], [1.413, 2.084, 3.355], [2.631, 2.798, 3.603], [1.228, 0.811, 3.992], [0.133, 3.144, 3.634], [0.313, 4.052, 4.758], [-0.500, 3.477, 5.938], [-1.173, 2.222, 5.368], [-1.124, 2.455, 3.856], [1.595, 2.922, 0.760], [1.418, 2.802, -0.606], [0.883, 1.637, -1.146], [0.751, 1.555, -2.519], [-0.582, 1.658, -2.991], [0.899, -2.505, -3.894], [0.675, -3.630, -4.654], [-1.194, -7.459, -5.451], [-2.269, -6.355, -4.559], [-0.927, -7.177, -3.713], [-1.569, -5.174, -2.640], [-1.166, -3.177, -1.308], [1.190, -0.549, -2.388], [0.410, -0.090, 1.725], [-0.061, 5.036, 4.462], [1.379, 4.128, 4.965], [0.141, 3.236, 6.783], [-1.245, 4.201, 6.269], [-2.187, 2.083, 5.735], [-0.583, 1.336, 5.600], [-1.937, 3.109, 3.526], [-1.141, 1.533, 3.278], [2.021, 3.808, 1.202], [1.696, 3.600, -1.277], [-0.989, 2.653, -2.784], [-1.232, 0.904, -2.539], [-0.532, 1.501, -4.067], [1.592, -1.752, -4.241], [1.182, -3.776, -5.594]], "nbo_charge": [-0.252, -0.493, 0.288, -0.307, -0.168, 0.100, -0.592, 0.649, -0.604, -0.129, -0.156, -0.340, 2.312, -0.939, -0.941, -0.663, -0.241, -0.428, -0.426, -0.233, -0.144, -0.253, 0.307, -0.539, -0.248, -0.213, -0.242, 0.200, 0.175, 0.176, 0.220, 0.247, 0.416, 0.259, 0.198, 0.239, 0.219, 0.207, 0.215, 0.229, 0.198, 0.224, 0.241, 0.233, 0.181, 0.183, 0.201, 0.208, 0.226]}

{"formula": "C19H22N2O5S", "method": "ωB97M-V/def2-TZVPD", "mol_weight_g_mol": 390.46, "orbital_gap_ev": 8.950, "relative_energy_kj_mol": 83.6, "lumo_energy_ev": -0.21, "multiplicity": 1, "largest_force_ev_per_a": 0.922, "e_homo_ev": -9.165, "species": ["C", "N", "S", "O", "O", "C", "C", "C", "C", "C", "C", "O", "O", "C", "C", "O", "N", "C", "C", "C", "C", "C", "C", "C", "C", "C", "C", "H", "H", "H", "H", "H", "H", "H", "H", "H", "H", "H", "H", "H", "H", "H", "H", "H", "H", "H", "H", "H", "H"], "positions_angstrom": [[1.414, 0.057, -3.292], [1.698, -1.328, -2.974], [2.925, -1.556, -1.842], [3.389, -2.899, -2.014], [3.869, -0.477, -1.896], [1.983, -1.440, -0.326], [1.425, -2.587, 0.206], [0.656, -2.499, 1.355], [0.432, -1.264, 1.938], [0.986, -0.110, 1.384], [0.627, 1.200, 1.978], [-0.006, 1.322, 3.006], [1.018, 2.225, 1.225], [0.610, 3.538, 1.609], [-0.817, 3.796, 1.077], [-1.023, 4.449, 0.080], [-1.770, 3.207, 1.821], [-3.131, 3.067, 1.344], [-3.282, 1.833, 0.447], [-3.019, 0.525, 1.203], [-2.784, -0.639, 0.281], [-3.624, -1.744, 0.290], [-3.377, -2.828, -0.535], [-2.283, -2.820, -1.382], [-1.441, -1.721, -1.408], [-1.693, -0.641, -0.582], [1.784, -0.203, 0.246], [0.976, 0.522, -2.410], [2.318, 0.606, -3.565], [0.694, 0.100, -4.107], [1.908, -1.888, -3.788], [1.615, -3.528, -0.285], [0.221, -3.386, 1.787], [-0.179, -1.170, 2.823], [1.308, 4.220, 1.124], [0.648, 3.642, 2.698], [-1.486, 2.630, 2.602], [-3.369, 3.964, 0.769], [-3.793, 3.002, 2.209], [-2.578, 1.931, -0.381], [-4.288, 1.817, 0.026], [-2.131, 0.641, 1.829], [-3.862, 0.312, 1.863], [-4.478, -1.759, 0.953], [-4.040, -3.680, -0.514], [-2.086, -3.667, -2.023], [-0.583, -1.710, -2.064], [-1.029, 0.212, -0.604], [2.252, 0.668, -0.184]], "nbo_charge": [-0.432, -0.864, 2.293, -0.936, -0.932, -0.263, -0.165, -0.211, -0.126, -0.181, 0.803, -0.628, -0.488, -0.164, 0.643, -0.609, -0.624, -0.224, -0.397, -0.451, 0.084, -0.252, -0.192, -0.231, -0.206, -0.257, -0.181, 0.202, 0.210, 0.217, 0.405, 0.246, 0.228, 0.240, 0.224, 0.209, 0.426, 0.230, 0.197, 0.210, 0.211, 0.211, 0.208, 0.208, 0.211, 0.212, 0.224, 0.204, 0.258]}